# 1
Formula: C3H8BrOPS
Source: the Open Molecules 2025 dataset
Level of theory: the ωB97M-V functional and the def2-TZVPD basis

## Properties
E_LUMO (alpha / beta): 0.8 / -3.3 eV
energy relative to the best compared isomer or geometry (same formula, charge and spin): 145.2 kJ/mol
spin multiplicity: 3
gap between HOMO and LUMO (alpha / beta): 6.0 / 6.2 eV
<S²>: 2.028
net charge: 0

```
15
C3H8BrOPS (the ωB97M-V functional and the def2-TZVPD basis)
C -0.6559 1.5611 1.5556
C 0.7457 -2.2725 -1.0288
C -1.0809 0.6278 0.4341
O 0.8679 -0.9630 -1.6361
P 0.7189 0.4484 -0.9503
S 0.5171 1.8518 -2.2691
Br 2.4503 0.5877 0.5104
H -0.2911 0.9877 2.4439
H -0.1562 2.5103 1.2881
H -1.6233 1.9311 1.9410
H 1.6154 -2.8201 -1.3086
H -0.0603 -2.7327 -1.6404
H 0.3450 -2.3500 0.0457
H -1.9046 0.9391 -0.2383
H -1.4881 -0.3069 0.8527
```

---

# 2
Formula: C3H8ClNO
Source: the Open Molecules 2025 dataset
Level of theory: the ωB97M-V functional and the def2-TZVPD basis

## Properties
E_LUMO: -0.4 eV
energy relative to the best compared isomer or geometry (same formula, charge and spin): 154.0 kJ/mol
spin multiplicity: 1
gap between HOMO and LUMO: 7.4 eV
net charge: 0

```
14
C3H8ClNO (the ωB97M-V functional and the def2-TZVPD basis)
Cl -1.5317 -6.3878 4.8424
C 2.7804 -6.5447 5.3845
C 2.3711 -5.1590 5.6704
O 2.9239 -4.1827 5.2213
N 1.0905 -4.9829 6.5049
H 0.3238 -5.5478 6.1682
H 1.3189 -5.2431 7.4537
C 0.7727 -3.4600 6.5745
H 1.9888 -7.1013 4.8829
H 3.0221 -6.9797 6.3543
H 3.6217 -6.5634 4.6916
H 1.4407 -3.0078 7.3075
H -0.1834 -3.4739 7.0978
H 0.7390 -2.9514 5.6110
```

---

# 3
Formula: C3H8CuNO2P
Source: the Open Molecules 2025 dataset
Level of theory: the ωB97M-V functional and the def2-TZVPD basis

## Properties
E_LUMO: -6.0 eV
spin multiplicity: 1
gap between HOMO and LUMO: 8.4 eV
net charge: +1

```
16
C3H8CuNO2P (the ωB97M-V functional and the def2-TZVPD basis)
C -1.9227 -1.8865 -0.1216
C -1.7611 -0.4524 -0.5646
O -0.4568 -0.2381 -1.1790
P 0.7348 0.4593 -0.4190
O 2.3586 1.4230 0.4393
C 2.1440 2.2509 1.3848
N 1.9686 2.9793 2.2597
H -0.9961 -2.2979 0.2916
H -2.2164 -2.5430 -0.9432
H -2.6821 -1.9647 0.6603
H -1.8618 0.2505 0.2752
H -2.4863 -0.1493 -1.3181
H 1.1524 -0.5334 0.4581
H 0.1024 1.5612 0.1490
H 1.5525 0.6355 -1.5140
Cu 4.0480 0.4243 0.4562
```

---

# 4
Formula: C3H8FN2O2
Source: the Open Molecules 2025 dataset
Level of theory: the ωB97M-V functional and the def2-TZVPD basis

## Properties
E_LUMO (alpha / beta): 4.0 / 4.0 eV
energy relative to the best compared isomer or geometry (same formula, charge and spin): 460.4 kJ/mol
spin multiplicity: 1
gap between HOMO and LUMO (alpha / beta): 6.9 / 6.9 eV
net charge: -1

```
16
C3H8FN2O2 (the ωB97M-V functional and the def2-TZVPD basis)
C -0.7763 0.1814 -0.6663
H 1.2331 0.1921 -1.1468
F -2.3331 0.8975 0.3933
C 0.4478 0.0378 0.2154
H -0.9178 1.1890 -1.0751
N -1.3978 -1.0154 -1.0990
H -0.8708 -1.8236 -0.7634
H -1.4629 -1.0421 -2.1385
N 0.6444 -1.2109 0.8509
O 0.6686 -1.2426 2.0872
O 0.7709 -2.2519 0.1798
C 0.8361 1.2153 1.0715
H 0.6472 2.1429 0.5132
H 0.2469 1.2433 2.0005
H 1.8959 1.1697 1.3691
H 0.3678 0.3174 -1.7917
```

---

# 5
Formula: C3H8FN3
Source: the Open Molecules 2025 dataset
Level of theory: the ωB97M-V functional and the def2-TZVPD basis

## Properties
E_LUMO (alpha / beta): -0.3 / -0.3 eV
energy relative to the best compared isomer or geometry (same formula, charge and spin): 479.8 kJ/mol
spin multiplicity: 1
gap between HOMO and LUMO (alpha / beta): 7.7 / 7.7 eV
net charge: 0

```
15
C3H8FN3 (the ωB97M-V functional and the def2-TZVPD basis)
C -0.6804 -1.0477 2.4432
C -0.3012 0.9651 -2.9284
C 0.4208 -0.9536 1.4393
N 0.4289 1.3935 -1.7814
N 0.0716 0.8622 -0.7159
N 0.6563 0.9407 0.3561
F 1.6997 -0.9747 1.8967
H -0.6313 -0.2120 3.1870
H -0.6497 -1.8233 3.1160
H -1.5964 -1.3553 1.7717
H -1.2839 0.8551 -2.7884
H 0.1084 0.0487 -3.1832
H -0.2302 1.6759 -3.8933
H 0.3316 -1.6577 0.6060
H 1.6559 1.2832 0.4746
```

---

# 6
Formula: C3H8FP
Source: the Open Molecules 2025 dataset
Level of theory: the ωB97M-V functional and the def2-TZVPD basis

## Properties
E_LUMO: 0.2 eV
energy relative to the best compared isomer or geometry (same formula, charge and spin): 129.7 kJ/mol
spin multiplicity: 1
SMILES: C/C=P/F.C
gap between HOMO and LUMO: 9.5 eV
net charge: 0

```
13
C3H8FP (the ωB97M-V functional and the def2-TZVPD basis)
C -1.3100 2.4632 1.0563
C 2.3524 -2.4654 -0.8908
C -1.5055 1.3272 0.1159
F -1.6280 -1.2144 -0.4899
P -1.4191 -0.1700 0.8250
H -2.3055 2.6009 1.6642
H -0.5325 2.2866 1.7756
H -1.1214 3.3079 0.4769
H 1.7258 -1.6130 -0.4758
H 3.1230 -2.7555 -0.2821
H 2.8541 -2.1532 -1.8491
H -1.8716 1.5986 -0.8499
H 1.6381 -3.2129 -1.0763
```

---

# 7
Formula: C3H8I2NO
Source: the Open Molecules 2025 dataset
Level of theory: the ωB97M-V functional and the def2-TZVPD basis

## Properties
E_LUMO (alpha / beta): -4.0 / -6.4 eV
energy relative to the best compared isomer or geometry (same formula, charge and spin): 120.0 kJ/mol
spin multiplicity: 3
gap between HOMO and LUMO (alpha / beta): 7.4 / 6.6 eV
<S²>: 2.017
net charge: +1

```
15
C3H8I2NO (the ωB97M-V functional and the def2-TZVPD basis)
C -1.9125 0.5147 1.2105
C -0.5234 -0.1034 1.1339
C 1.5374 -0.4516 -0.4505
N 0.0585 -0.1066 -0.2766
O 1.1689 -0.8794 -2.6186
I 2.8757 1.0515 -0.5046
I 2.1938 0.2576 -3.6671
H -2.4801 -0.0884 0.5857
H -2.1808 0.3226 2.1496
H -1.9036 1.5657 0.7925
H -0.2535 -1.1261 1.4305
H 0.2102 0.3813 1.6592
H 1.9338 -1.2908 -0.0623
H -0.5960 -0.8110 -0.7232
H -0.1285 0.7640 -0.6589
```

---

# 8
Formula: C3H8IN2
Source: the Open Molecules 2025 dataset
Level of theory: the ωB97M-V functional and the def2-TZVPD basis

## Properties
E_LUMO: -5.0 eV
energy relative to the best compared isomer or geometry (same formula, charge and spin): 246.0 kJ/mol
spin multiplicity: 1
gap between HOMO and LUMO: 9.5 eV
net charge: +1

```
14
C3H8IN2 (the ωB97M-V functional and the def2-TZVPD basis)
C -0.6583 -0.3626 -1.1288
C -1.0799 -0.3876 0.2950
C -0.1818 -0.2176 1.3383
N 0.8918 -0.8927 1.5782
N -0.9509 -1.5888 -0.5439
I -0.6961 1.3809 2.7880
H -1.3361 0.0619 -1.7916
H 0.4190 -0.2161 -1.4227
H -2.0915 -0.0326 0.4174
H -1.3312 2.4206 0.2757
H 1.3287 -1.5855 0.9989
H 1.6595 -0.5818 2.2336
H -1.8993 -1.9028 -0.8187
H -1.5167 2.4810 -0.5158
```

---

Listing energy for the structures above in their given order: -3507.763919; -709.253199; -2305.834211; -478.720904; -383.023378; -560.283667; -844.012915; -525.952230 a.u..